1.
52
Properties=species:S:1:pos:R:3:forces:R:3 method="wB97M-V/def2-TZVPD" orbital_gap_ev="9.269 / 9.115" fmax_ev_per_a=0.77 multiplicity=3 e_above_lowest_kcal_mol=0.0
Pd 0.04449 -0.07830 0.57030 -0.47 0.55 0.27
C 2.77521 2.82072 -1.54886 -0.01 0.02 0.02
C 2.84918 1.35583 -1.11972 0.10 0.08 -0.02
O 4.07756 0.75268 -1.51909 0.02 -0.02 0.01
P 2.69613 1.22452 0.69522 0.20 -0.40 0.04
O 3.18201 -0.19102 1.16928 0.17 0.27 -0.12
O 3.89748 2.15045 1.18959 -0.09 0.17 0.02
O 1.36607 1.64646 1.22732 0.06 -0.10 -0.07
P 1.50960 0.42051 -2.00095 0.25 -0.23 0.06
O 1.66527 -1.04602 -1.31863 0.07 -0.11 -0.11
O 1.76665 0.41255 -3.44546 -0.12 0.14 -0.03
O 0.19928 0.90405 -1.39756 0.09 -0.06 -0.05
H 3.61631 3.38150 -1.13718 -0.01 0.00 -0.01
H 1.85014 3.28241 -1.20171 -0.01 -0.01 0.01
H 2.80930 2.86412 -2.63693 0.01 0.00 -0.01
H 4.80938 1.24088 -1.12255 -0.01 0.02 -0.02
H 2.58250 -0.98182 1.15156 -0.09 -0.08 0.09
H 3.72486 2.55255 2.05044 0.03 -0.04 -0.02
H 2.30223 -1.60695 -1.77721 0.04 0.05 0.04
N -0.31941 -4.34756 1.44683 -0.07 -0.04 -0.11
C -0.88468 -3.16417 2.20965 0.02 -0.08 -0.04
C -1.66837 -3.65381 3.41540 0.03 0.01 0.04
P -2.04071 -2.45165 0.91073 0.31 -0.11 -0.17
O -2.94589 -1.42636 1.69880 0.08 0.68 0.07
O -2.77905 -3.66043 0.46648 0.04 -0.02 0.02
O -1.15359 -1.74007 -0.09339 -0.20 -0.07 0.10
P 0.52552 -2.06437 2.60843 0.25 0.05 -0.19
O 1.12675 -2.64539 3.98055 -0.13 0.11 0.16
O -0.00953 -0.67484 2.78941 -0.05 -0.10 -0.04
O 1.53901 -2.28652 1.51713 -0.06 -0.15 -0.03
H -1.10044 -4.70588 0.86004 0.09 0.08 0.07
H 0.03496 -5.07072 2.07085 0.03 0.01 -0.02
H 0.45365 -3.99093 0.86227 -0.09 -0.03 0.06
H -2.54491 -4.22339 3.10493 0.00 0.00 -0.02
H -2.01321 -2.78864 3.98010 -0.02 -0.01 0.00
H -1.04413 -4.26163 4.07503 0.00 0.01 0.00
H -2.56864 -0.50132 1.64625 -0.15 -0.41 -0.05
H 0.99614 -2.03903 4.72110 -0.02 -0.04 -0.06
C -2.74941 0.53283 -1.86749 -0.16 -0.04 -0.05
As -2.53879 1.70942 -0.38277 0.36 -0.28 0.20
C -4.29173 2.17972 0.21536 -0.09 0.07 0.06
C -1.64017 3.30826 -0.90077 -0.01 0.15 -0.01
O -1.77181 1.01162 0.95300 -0.35 0.00 -0.03
H -3.29292 1.07363 -2.64312 0.00 -0.05 -0.04
H -3.32327 -0.33054 -1.53609 -0.01 -0.02 -0.02
H -1.76941 0.22158 -2.21655 -0.02 0.04 0.03
H -4.83879 2.68462 -0.57968 -0.01 -0.01 0.01
H -4.20084 2.83498 1.08002 -0.01 0.00 -0.02
H -4.81427 1.26950 0.50553 0.01 0.00 -0.01
H -2.32790 3.93469 -1.46749 0.05 0.04 -0.03
H -0.76502 3.04262 -1.48915 -0.07 -0.04 0.03
H -1.33416 3.81504 0.01330 0.00 0.02 -0.01

***

2.
42
Properties=species:S:1:pos:R:3:forces:R:3 method="wB97M-V/def2-TZVPD" orbital_gap_ev="6.637 / 7.637" fmax_ev_per_a=4.63 multiplicity=2
O -2.96751 3.16428 1.67479 0.87 -1.14 -2.59
V -2.74691 2.38268 0.29682 -0.30 0.99 4.00
Cu 1.15138 2.33689 -1.06212 -0.95 -0.55 1.35
Cu -2.65889 -1.67892 -0.13356 1.23 1.06 -0.05
C -0.55302 0.82080 0.54407 -0.28 1.63 -4.32
O -1.73864 0.40099 0.30531 -2.25 -3.31 0.78
O -0.60681 2.08911 0.60999 1.30 2.40 0.77
O 0.51503 0.24385 0.14961 0.18 -0.62 0.94
B -4.87945 1.42823 0.37358 -0.93 -0.74 0.26
H -4.38369 1.11761 1.33550 1.41 -0.58 2.14
H -5.90233 0.90395 0.42749 -1.28 -0.51 -0.36
H -5.01861 2.55029 0.32543 0.04 2.29 -0.23
H -4.28102 1.02228 -0.49064 1.52 -0.99 -2.44
B -2.38026 3.63006 -1.49239 0.08 0.78 -1.37
H -1.75511 2.72165 -1.74023 1.54 -2.18 -0.71
H -2.28835 4.50605 -2.22633 0.16 0.92 -0.83
H -3.45768 3.32841 -1.39741 -2.51 -0.80 -0.10
H -2.04942 3.98723 -0.48443 0.95 1.15 2.66
C 2.71404 -0.22145 3.20181 -0.19 0.37 0.44
C 3.61491 0.54395 2.24790 -1.06 -0.48 -1.15
C 4.25443 -0.39204 1.24275 0.57 -0.47 -0.16
O 2.77737 1.42037 1.46492 0.27 0.87 0.26
H 3.21514 -1.03962 3.71922 0.04 -0.06 -0.14
H 1.84565 -0.58652 2.64935 0.12 -0.30 -0.02
H 2.31723 0.45233 3.96375 0.05 0.03 0.00
H 4.34023 1.13929 2.79977 -0.01 0.18 -0.20
H 4.74037 -1.23270 1.74481 0.08 -0.01 -0.15
H 4.96819 0.08298 0.56690 0.16 0.25 0.35
H 3.49815 -0.77819 0.55427 -0.24 -0.19 0.33
H 2.01925 0.91594 1.12367 0.10 -0.17 0.23
C 0.36250 -4.29038 -1.52700 -1.11 0.00 0.68
C 0.58464 -2.79671 -1.51671 0.59 0.71 -0.20
C 0.73005 -2.14920 -2.89834 0.29 -0.51 0.31
O -0.46300 -2.13098 -0.79395 -1.18 -0.14 0.39
H 0.35126 -4.61098 -0.48248 -0.15 -0.11 -0.04
H 1.09047 -4.92725 -2.02227 0.20 0.47 -0.32
H -0.63173 -4.47641 -1.94354 0.07 -0.25 -0.08
H 1.47780 -2.62638 -0.90800 0.26 0.17 -0.31
H 1.08387 -1.12086 -2.82656 0.10 -0.03 0.09
H -0.20669 -2.12379 -3.45485 -0.10 -0.22 0.12
H 1.45582 -2.75167 -3.44785 0.03 0.24 -0.24
H -0.13864 -1.25518 -0.47303 0.33 -0.16 -0.09